Entry 1:
{"formula": "C18H22Br2EuN4O3", "method": "ωB97M-V/def2-TZVPD", "total_charge": 2, "e_tot_ev": -190528.1731, "homo_ev": [-12.039, -14.660], "spin_multiplicity": 8, "s2": 15.76, "species": ["C", "C", "H", "H", "C", "C", "Br", "H", "O", "H", "H", "H", "H", "H", "N", "H", "C", "O", "C", "H", "C", "O", "C", "N", "H", "C", "C", "C", "H", "Eu", "H", "C", "H", "H", "H", "H", "C", "H", "H", "N", "H", "C", "C", "N", "H", "C", "C", "Br", "H", "C"], "xyz": [[-0.006, -3.636, -0.293], [2.107, 1.395, -1.320], [4.416, 2.846, -3.079], [-4.877, 0.257, -1.869], [-0.009, -1.129, 5.246], [-0.009, -3.034, 1.959], [-0.009, -1.461, 7.091], [-0.008, 1.365, 2.959], [-0.010, 2.105, -0.352], [3.459, -0.476, -2.273], [-3.366, -0.469, -2.453], [-0.007, 1.024, 5.413], [-1.053, 3.242, -1.775], [-4.860, 2.842, -1.718], [-0.010, -0.658, 2.484], [3.198, 3.685, -2.113], [-0.008, -5.374, 1.349], [-1.678, 0.228, -1.059], [-1.245, 2.591, -0.913], [-1.763, 3.174, -0.134], [-3.987, 0.424, -2.476], [1.671, 0.229, -1.033], [-0.006, -4.982, 0.005], [-3.240, 1.569, -1.984], [-4.299, 0.619, -3.500], [-0.008, 0.179, 4.742], [-2.115, 1.393, -1.345], [1.204, 2.591, -0.957], [1.710, 3.244, -0.230], [-0.011, -0.346, 0.124], [4.928, 0.322, -1.672], [-0.008, -2.187, 4.332], [0.983, 3.168, -1.863], [-0.004, -3.313, -1.338], [-0.009, -4.677, 3.360], [-3.313, 3.685, -1.866], [4.055, 0.433, -2.317], [4.398, 0.586, -3.339], [-0.007, -3.192, 4.718], [3.260, 1.577, -1.908], [-0.005, -5.726, -0.778], [-0.009, 0.357, 3.378], [-0.009, -4.372, 2.327], [-0.008, -2.662, 0.644], [-4.077, 2.959, -3.292], [-0.009, -1.936, 2.967], [-3.890, 2.839, -2.224], [-0.010, -7.182, 1.840], [4.652, 3.025, -1.343], [3.900, 2.857, -2.119]], "forces_ev_per_angstrom": [[-0.001, 0.495, 0.458], [-0.847, -1.042, 0.415], [-0.140, 0.014, 0.027], [0.014, 0.045, 0.040], [0.002, 0.209, -0.719], [0.003, -0.171, -0.969], [0.001, 0.066, -0.322], [-0.001, -0.210, 0.108], [-0.008, 0.799, -0.779], [0.086, 0.155, 0.027], [-0.081, 0.149, 0.016], [-0.001, 0.076, 0.010], [-0.044, -0.079, 0.183], [0.106, 0.019, 0.001], [0.003, -0.514, 2.085], [-0.077, -0.012, -0.003], [0.002, 0.759, -0.261], [-2.672, 2.127, -1.844], [-0.076, 0.019, 0.205], [0.113, -0.134, -0.308], [-0.167, -0.586, -0.106], [2.715, 2.175, -1.823], [-0.001, -0.516, 0.417], [-0.031, -0.051, -0.098], [0.018, 0.056, 0.014], [-0.001, -0.457, 0.522], [0.858, -1.008, 0.471], [0.090, 0.019, 0.195], [-0.100, -0.137, -0.280], [-0.029, -1.098, 1.680], [-0.021, 0.038, 0.029], [-0.002, 0.234, 0.336], [0.053, -0.067, 0.187], [-0.002, -0.067, 0.320], [-0.001, 0.047, 0.088], [0.072, -0.023, 0.027], [0.217, -0.602, -0.090], [-0.023, 0.053, 0.018], [-0.001, -0.123, 0.006], [-0.068, -0.068, -0.120], [-0.001, 0.041, -0.049], [0.000, -0.533, -0.567], [-0.002, -0.385, -0.173], [0.005, -2.059, 0.750], [0.092, 0.020, 0.043], [-0.002, 0.986, 0.016], [-0.300, 0.506, -0.099], [0.001, 0.288, -0.094], [-0.068, 0.015, -0.044], [0.317, 0.534, 0.050]], "lowdin_charge": [-0.11, -0.35, 0.11, 0.11, -0.65, -0.19, 0.86, 0.12, -0.24, 0.09, 0.09, 0.12, 0.14, 0.12, -0.06, 0.09, -0.65, -0.18, -0.06, 0.15, 0.01, -0.18, -0.07, -0.12, 0.11, -0.08, -0.35, -0.06, 0.15, 1.61, 0.11, -0.04, 0.14, 0.12, 0.10, 0.09, 0.01, 0.11, 0.10, -0.12, 0.12, -0.11, -0.04, -0.06, 0.11, -0.19, 0.00, 0.86, 0.12, 0.00]}



Entry 2:
{"formula": "C18H22ClN3O4", "method": "ωB97M-V/def2-TZVPD", "total_charge": 0, "e_tot_ev": -44204.3297, "smiles": "CCCO[C@@H]1CCCN(C(=O)c2cc(COc3cncc(Cl)c3)on2)C1", "homo_ev": -9.123, "species": ["C", "H", "N", "C", "C", "C", "H", "H", "H", "O", "C", "H", "H", "H", "H", "C", "H", "H", "C", "C", "C", "H", "H", "N", "H", "C", "C", "C", "C", "H", "C", "H", "O", "H", "H", "H", "C", "C", "H", "C", "H", "Cl", "H", "N", "C", "H", "O", "O"], "xyz": [[-1.670, -1.210, -0.192], [-1.252, -1.919, 0.489], [0.688, -5.831, -0.190], [1.619, 1.999, -0.426], [-2.125, 0.099, 0.126], [-1.742, 2.936, 0.651], [1.823, -0.123, -0.303], [1.391, 3.790, 1.845], [0.742, -2.217, -1.523], [-2.468, -0.183, -1.975], [0.307, 3.675, 1.890], [-2.245, 3.871, 0.915], [-1.847, 1.690, 3.739], [1.667, 2.799, -1.181], [2.375, 2.211, 0.345], [-0.363, -5.343, -0.807], [0.243, 3.089, 3.971], [2.599, -5.520, 0.476], [-1.582, 2.451, 3.004], [-1.906, -1.322, -1.530], [0.706, -3.235, -1.170], [1.131, 0.460, -1.822], [-0.127, 4.658, 2.087], [-2.594, 0.684, -0.946], [3.464, -0.371, -2.159], [-1.685, -2.412, -2.531], [1.761, -5.074, -0.039], [1.806, -3.773, -0.515], [-2.061, 0.637, 1.513], [-2.562, -2.471, -3.183], [-0.227, 3.179, 0.537], [-2.139, 2.563, -0.291], [0.328, 1.943, 0.136], [-2.127, 3.375, 3.222], [3.366, 1.359, -2.496], [-1.218, -5.995, -0.908], [-0.417, -4.041, -1.326], [1.904, 0.647, -1.072], [4.055, 0.791, -0.974], [-0.073, 2.699, 3.003], [0.431, 1.747, 2.831], [3.222, -2.812, -0.297], [-0.810, -2.180, -3.157], [-1.987, 1.974, 1.695], [3.282, 0.605, -1.716], [-0.034, 3.940, -0.238], [-2.082, -0.152, 2.443], [-1.567, -3.689, -1.951]], "forces_ev_per_angstrom": [[-0.179, 0.025, -0.659], [0.076, -0.185, 0.121], [-0.054, -0.345, 0.107], [0.131, -0.194, -0.136], [-0.003, -0.722, -0.927], [0.466, 0.099, -0.592], [-0.061, -0.051, 0.005], [0.016, 0.104, -0.007], [-0.012, 0.116, -0.032], [0.147, -0.640, -0.435], [0.119, -0.388, -0.201], [-0.002, -0.035, -0.036], [-0.031, 0.194, -0.060], [0.014, -0.047, 0.072], [-0.035, 0.016, -0.066], [-0.363, 0.348, -0.268], [0.022, -0.051, 0.038], [0.162, 0.085, 0.035], [0.153, -0.234, 0.473], [0.178, -0.082, 1.007], [-0.178, -0.112, -0.082], [-0.078, -0.036, 0.018], [0.022, 0.081, -0.017], [-0.245, 0.721, 0.710], [0.089, -0.047, -0.060], [-0.070, 0.298, -0.342], [0.345, 0.366, 0.014], [-0.326, -0.311, -0.025], [-0.280, 0.344, 0.276], [0.189, 0.045, 0.058], [-0.298, 0.455, 0.081], [0.080, 0.308, 0.172], [-0.128, -0.050, 0.087], [-0.011, -0.028, 0.000], [0.074, 0.068, -0.099], [-0.180, -0.009, -0.075], [0.544, -0.197, 0.225], [0.043, 0.337, 0.118], [0.155, 0.010, 0.041], [-0.151, 0.154, -0.070], [0.026, -0.033, 0.091], [0.174, 0.060, 0.046], [-0.117, -0.071, 0.062], [-0.161, 0.101, 0.171], [-0.229, -0.025, 0.092], [-0.068, -0.118, 0.077], [0.162, -0.244, -0.162], [-0.127, -0.082, 0.154]], "lowdin_charge": [0.08, 0.13, 0.07, -0.22, -0.17, -0.09, 0.09, 0.11, 0.10, 0.03, -0.13, 0.14, 0.12, 0.13, 0.13, -0.07, 0.11, 0.11, -0.13, -0.22, -0.03, 0.11, 0.12, 0.11, 0.05, -0.10, -0.18, -0.64, -0.39, 0.15, -0.31, 0.10, -0.12, 0.13, 0.07, 0.12, -0.25, -0.24, 0.08, -0.15, 0.12, 0.71, 0.14, -0.03, -0.11, 0.15, 0.08, -0.01]}



Entry 3:
{"formula": "C18H22ClO6RuS", "method": "ωB97M-V/def2-TZVPD", "total_charge": 0, "e_tot_ev": -57245.7687, "homo_ev": [-7.305, -9.187], "spin_multiplicity": 6, "s2": 8.83, "species": ["H", "O", "H", "O", "H", "C", "H", "C", "H", "C", "H", "Ru", "H", "C", "C", "H", "C", "C", "C", "C", "H", "C", "H", "H", "C", "C", "H", "C", "O", "H", "O", "H", "H", "C", "O", "S", "H", "C", "H", "H", "H", "H", "H", "C", "C", "H", "Cl", "C", "O"], "xyz": [[-0.971, 4.948, -1.457], [2.334, 0.350, -1.797], [2.607, -0.608, 2.319], [1.333, -0.981, 0.473], [-4.996, 2.704, 0.960], [-1.035, -0.813, -5.645], [-0.342, 3.608, -2.416], [-3.923, 1.604, -0.562], [-2.290, 0.703, -3.411], [1.680, 2.554, -0.825], [-1.308, 4.865, -3.189], [-0.528, 0.514, -0.703], [1.831, 1.968, -2.883], [3.194, -0.122, -0.793], [-2.465, 3.482, -2.031], [-4.499, 2.023, -1.390], [-4.708, 1.677, 0.734], [-1.268, 0.261, -3.438], [-1.558, -2.235, -3.708], [-0.825, 0.286, -4.861], [-1.630, -4.567, -1.244], [-1.543, -3.594, -1.708], [3.650, -1.054, -1.150], [-3.683, 0.569, -0.813], [-1.679, -3.483, -3.082], [-1.255, -2.484, -0.916], [-0.455, 1.215, -5.270], [-1.157, -1.230, -1.518], [1.934, 3.728, -0.687], [-0.828, -0.749, -6.706], [0.812, 1.904, -0.081], [-2.671, 2.783, -2.842], [-3.315, 4.162, -1.941], [-1.192, 4.271, -2.282], [-0.471, 1.018, -2.542], [-2.376, 2.562, -0.468], [3.996, 0.582, -0.557], [2.436, -0.496, 0.466], [-5.612, 1.074, 0.656], [-1.650, -2.880, -5.785], [-1.847, -4.367, -3.684], [-4.117, 1.298, 1.565], [-1.100, -2.592, 0.148], [-1.351, -1.119, -2.887], [2.358, 1.758, -1.950], [3.387, 2.118, -2.044], [-1.480, -0.032, 1.299], [-1.487, -2.039, -5.126], [3.154, -0.315, 1.577]], "forces_ev_per_angstrom": [[0.012, -0.021, 0.014], [0.002, -0.067, 0.079], [-0.057, -0.037, 0.114], [-0.060, 0.048, -0.039], [0.002, 0.020, 0.000], [0.007, 0.030, -0.034], [0.045, -0.021, 0.008], [-0.064, -0.061, -0.125], [0.106, -0.088, -0.024], [-0.163, 0.104, -0.028], [0.001, 0.011, 0.002], [-0.345, 0.239, 0.345], [-0.006, 0.032, 0.125], [0.011, -0.019, -0.007], [-0.082, 0.075, 0.020], [0.015, 0.004, 0.009], [-0.011, 0.016, 0.048], [-0.082, 0.035, 0.013], [0.016, 0.123, -0.066], [-0.034, -0.041, 0.015], [-0.002, -0.022, 0.020], [0.016, 0.027, 0.078], [0.003, 0.073, 0.040], [0.017, 0.070, 0.032], [-0.012, -0.015, 0.008], [-0.049, -0.059, -0.067], [0.019, 0.048, -0.017], [-0.031, -0.029, 0.014], [0.109, -0.095, -0.079], [0.004, 0.005, -0.011], [0.205, -0.061, -0.264], [0.067, -0.009, 0.010], [-0.042, -0.069, -0.006], [0.014, -0.025, 0.012], [0.184, 0.075, -0.268], [0.045, -0.060, -0.030], [-0.058, 0.008, -0.002], [0.077, -0.056, 0.015], [-0.019, -0.014, 0.000], [-0.003, -0.015, -0.020], [0.001, -0.020, -0.019], [0.018, -0.021, 0.023], [0.006, -0.012, 0.014], [-0.023, -0.077, -0.078], [0.084, 0.075, 0.026], [-0.036, 0.034, 0.020], [0.028, -0.102, 0.184], [-0.008, -0.038, 0.075], [0.074, 0.001, -0.179]], "lowdin_charge": [0.08, -0.13, 0.14, 0.02, 0.07, -0.09, 0.05, -0.53, 0.15, -0.60, 0.08, 1.32, 0.13, -0.11, -0.51, 0.08, -0.17, -0.37, -0.18, 0.00, 0.10, -0.07, 0.15, 0.05, -0.02, -0.11, 0.11, -0.24, 0.08, 0.10, -0.22, 0.06, 0.08, -0.15, -0.33, 0.85, 0.14, -0.49, 0.08, 0.11, 0.11, 0.04, 0.07, -0.15, -0.12, 0.13, 0.07, -0.01, 0.14]}



Entry 4:
{"formula": "C18H22CoN2O4Se2", "method": "ωB97M-V/def2-TZVPD", "total_charge": 0, "e_tot_ev": -198512.4362, "homo_ev": [-8.493, -8.589], "spin_multiplicity": 4, "s2": 3.76, "species": ["H", "H", "H", "C", "C", "H", "H", "Se", "C", "N", "O", "H", "C", "C", "C", "C", "C", "Se", "H", "N", "C", "H", "H", "O", "C", "Co", "H", "C", "C", "H", "H", "H", "O", "H", "H", "H", "C", "C", "H", "O", "H", "C", "H", "C", "H", "C", "C", "H", "H"], "xyz": [[4.559, -1.851, 2.315], [-3.698, -2.651, -4.304], [3.683, 0.579, 4.088], [-0.834, -2.064, -3.947], [-3.005, -1.916, -1.041], [-5.964, -2.780, -3.301], [1.887, 4.890, -1.116], [-1.886, 1.187, 1.326], [3.023, -0.246, 3.810], [-1.753, -1.652, -0.506], [-1.708, 2.328, 2.432], [0.236, -1.912, -3.846], [4.281, -0.956, 1.758], [-5.113, -2.538, -2.679], [-4.268, -1.968, -0.471], [1.156, 4.483, -0.418], [1.263, 2.969, 1.588], [0.987, -1.300, -1.271], [1.238, 1.565, 3.180], [-1.446, -1.978, -2.637], [1.688, 3.279, 0.299], [-1.024, -3.045, -4.379], [-4.418, -1.728, 0.572], [-0.894, -0.159, 1.704], [-3.855, -2.471, -3.250], [0.555, 0.461, 0.431], [2.185, -1.154, 2.074], [2.967, 1.212, 0.298], [-0.840, -1.651, -1.482], [-1.546, -1.262, 0.428], [-1.248, -1.294, -4.598], [5.084, -0.224, 1.871], [-3.365, 0.675, 1.001], [3.414, -1.159, 4.261], [-6.319, -2.330, -0.918], [0.533, 3.595, 2.084], [2.959, -0.406, 2.291], [2.537, 2.377, -0.335], [2.863, 2.572, -1.350], [-1.026, 1.566, -0.081], [2.042, -0.064, 4.248], [2.549, 0.891, 1.598], [0.263, 4.198, -0.981], [-2.809, -2.149, -2.397], [0.866, 5.262, 0.284], [-5.314, -2.286, -1.316], [1.668, 1.798, 2.217], [4.221, -1.240, 0.707], [3.627, 0.544, -0.238]], "forces_ev_per_angstrom": [[-0.005, -0.001, 0.002], [-0.005, 0.001, 0.006], [0.005, -0.008, -0.003], [0.005, -0.023, -0.012], [0.008, -0.040, 0.009], [0.007, 0.001, -0.002], [-0.004, -0.009, -0.004], [0.301, -0.205, -0.052], [0.009, 0.007, -0.001], [0.000, 0.234, -0.128], [-0.039, 0.247, 0.220], [0.002, 0.005, 0.002], [0.008, 0.009, -0.020], [-0.003, -0.008, -0.011], [0.013, 0.029, 0.011], [-0.011, -0.003, 0.002], [-0.042, -0.036, 0.013], [-0.035, 0.204, 0.147], [0.069, 0.037, 0.044], [-0.050, 0.010, -0.015], [0.000, 0.000, 0.012], [0.006, -0.004, 0.006], [0.000, -0.001, 0.009], [0.078, 0.018, 0.042], [0.004, 0.008, -0.009], [-0.071, -0.049, -0.482], [-0.003, -0.002, 0.013], [-0.050, -0.038, -0.023], [-0.013, -0.191, 0.074], [-0.023, -0.130, 0.092], [-0.003, -0.002, 0.002], [-0.005, -0.001, 0.000], [-0.275, -0.124, -0.081], [-0.010, -0.005, 0.000], [0.003, 0.000, 0.004], [0.021, 0.018, 0.003], [0.057, -0.006, 0.008], [-0.009, 0.038, -0.018], [-0.003, -0.001, 0.003], [0.196, 0.112, -0.072], [0.005, 0.005, -0.001], [-0.133, -0.090, 0.124], [-0.002, -0.001, 0.009], [0.033, -0.021, -0.002], [0.010, 0.002, 0.000], [-0.016, 0.005, 0.016], [-0.040, 0.005, 0.050], [-0.002, -0.005, 0.007], [0.012, 0.009, 0.006]], "lowdin_charge": [0.08, 0.11, 0.09, -0.02, -0.16, 0.10, 0.08, 0.82, -0.06, 0.14, -0.44, 0.04, -0.07, -0.08, 0.01, -0.03, -0.03, 0.77, 0.12, -0.06, -0.27, 0.10, 0.12, -0.53, -0.01, 0.48, 0.13, -0.09, -0.65, 0.09, 0.10, 0.09, -0.43, 0.08, 0.11, 0.12, -0.37, -0.03, 0.13, -0.50, 0.08, -0.26, 0.09, -0.15, 0.09, -0.07, -0.05, 0.07, 0.11]}